The following is a DFT calculation (ωB97M-V with the def2-TZVPD basis set) of 11 unconnected molecules or ions with the total composition C58H149N11O18 in a non-equilibrium geometry.

```
236
Properties=species:S:1:pos:R:3:forces:R:3:mulliken_charge:R:1
C 13.798338 18.319210 16.950905 1.0674 -0.5238 0.0863 0.12
O 15.168891 18.756327 16.948275 -1.0140 0.0368 -0.0480 -0.06
C 15.658759 18.874132 15.621018 -2.3174 0.2240 -0.0247 -1.27
C 17.111500 19.163507 15.676491 0.1584 -1.1654 -0.0856 2.44
C 17.353816 20.488361 16.324408 -1.0085 0.0909 -0.0941 -1.53
N 17.716693 19.021630 14.369893 1.3175 2.7536 0.0317 -0.39
H 13.732496 17.319180 16.502903 0.0538 -0.2130 0.8782 -0.11
H 13.149006 18.865138 16.312720 -0.3750 1.3947 -0.7206 0.54
H 13.420861 18.423577 17.965955 0.0971 -0.4829 -0.0062 -0.72
H 15.385631 17.964626 15.073374 0.6049 -0.3446 -0.0093 0.19
H 15.035828 19.642086 15.083226 0.7503 0.0203 0.3260 0.44
H 17.529778 18.399992 16.309260 0.2756 -0.6052 0.3629 -1.24
H 18.371429 20.763811 16.333275 1.4118 0.2940 -0.2123 0.12
H 17.009053 20.537967 17.365147 -0.2211 -0.0782 -0.4000 -0.11
H 16.793899 21.154666 15.679207 -0.0762 0.9144 0.2308 0.84
H 17.827364 19.951020 13.905844 -0.0969 -1.2181 0.4465 0.21
H 17.274020 18.405105 13.744794 -0.7728 -0.9126 -0.5725 0.30
C 10.660686 15.149605 22.151760 1.4654 1.3742 0.3054 -0.96
O 11.957054 15.754563 21.870834 0.0603 -1.0504 -0.2152 0.03
C 12.919803 14.805935 21.291158 -0.9064 1.0172 1.3614 -1.91
C 14.257326 15.449516 21.050122 0.7453 0.1923 0.1284 3.13
C 14.187789 16.768059 20.308965 0.1449 -0.1896 0.6662 -0.69
N 15.094995 14.436301 20.328862 0.1979 1.6609 -0.2925 0.67
H 10.157903 14.978822 21.227629 -0.4603 -0.5356 -0.7748 0.37
H 10.084670 15.911945 22.692083 0.2284 -0.2304 0.0269 0.15
H 10.753516 14.251679 22.759235 0.0180 -0.1473 -0.0180 0.35
H 13.175161 14.097485 22.074209 -0.5787 -0.8625 -0.0325 0.59
H 12.507452 14.349623 20.400712 -0.0889 -0.2052 -0.2865 0.36
H 14.704393 15.601063 22.033412 -0.0834 0.2956 0.2949 -0.96
H 13.839561 16.468601 19.358839 -0.6047 0.2532 -1.4940 0.51
H 15.152405 17.254801 20.187952 0.2413 -0.1266 0.1058 -0.25
H 13.510964 17.485638 20.787194 0.0622 -0.3592 -0.1189 -0.60
H 15.317735 13.722326 21.004060 0.2386 -0.4470 0.2654 -0.05
H 15.993242 14.927023 20.125358 -0.7062 -0.7437 -0.0785 -0.87
C 17.663748 14.494686 14.902362 -0.8393 0.2904 1.4150 -0.28
O 17.096251 15.702632 15.440365 -0.3674 -0.1507 -0.3731 -0.03
C 16.160429 15.506490 16.513201 -0.2173 1.3920 -1.0710 2.76
C 14.966951 14.634227 16.100488 0.2777 0.8381 0.3823 -0.31
C 14.382617 15.070751 14.775276 -0.2178 0.1951 -0.9756 -1.52
N 13.924167 14.795708 17.149397 -0.7371 -1.8886 -0.8129 -0.37
H 18.443182 14.814048 14.235867 0.1647 -0.1116 -0.3941 -0.34
H 16.907073 13.842577 14.437364 0.2594 0.3551 -0.2707 0.47
H 18.063924 13.938533 15.750297 0.3985 -0.2796 -0.0366 0.09
H 16.684899 15.145938 17.363952 0.4517 -0.9462 0.9368 -0.86
H 15.854597 16.534487 16.835548 -0.0884 -0.7862 -0.5443 -0.91
H 15.370654 13.617618 15.988563 -0.4114 -0.1042 0.1453 0.41
H 14.071010 16.122763 14.764818 -0.3337 -0.2908 0.4196 0.22
H 13.539663 14.414977 14.482694 0.2305 0.4146 0.2029 0.49
H 15.085787 15.067249 13.935533 0.1870 -0.4371 0.2927 0.26
H 14.266665 14.359737 18.008495 0.0009 0.2530 0.1616 -0.05
H 13.121078 14.165923 16.856620 1.0874 1.0627 0.5012 0.34
C 16.701223 19.426967 20.660947 0.2853 0.8648 0.1276 0.32
O 17.583625 18.293937 20.470186 -0.8701 0.3975 0.2570 1.17
C 17.908196 17.951491 19.126869 0.5798 0.7216 1.3610 0.99
C 18.850086 16.789684 19.140856 0.4105 -0.8451 0.3364 1.05
C 19.347340 16.618919 17.755824 0.4408 -1.0386 -0.8788 0.60
N 18.284088 15.580731 19.721446 -1.5954 0.3183 0.7746 2.01
H 15.987167 19.670188 19.812316 0.8350 -0.7696 0.6088 0.04
H 17.306101 20.396804 20.802630 -0.8906 -1.5212 -0.0447 0.10
H 16.105031 19.176770 21.569847 0.3696 0.4051 -0.7383 -1.19
H 16.998200 17.808473 18.570954 -0.3641 -0.1008 -0.6259 -0.62
H 18.555948 18.734670 18.740677 -0.5279 0.4263 -0.5115 -0.25
H 19.688533 17.058744 19.757369 0.5875 0.7058 0.4303 -0.56
H 20.345788 16.169340 17.669559 -0.4080 -0.1590 0.0548 0.20
H 19.404387 17.567614 17.309055 0.5334 1.5738 -0.5964 -0.81
H 18.629146 16.146354 17.099616 -0.0623 -0.6966 0.0020 -0.91
H 17.764573 15.956004 20.529489 0.2644 -0.5662 -0.2381 -1.53
H 18.974461 14.941035 20.103952 0.1373 0.2768 -0.1323 0.06
C 20.783185 23.092341 15.648375 -0.8668 -0.2418 -0.0860 -0.46
O 21.530661 22.688247 14.535400 0.8729 0.0445 -1.4569 -0.46
C 21.051452 21.571192 13.757663 -1.3462 0.3850 0.8904 -0.64
C 21.437507 20.320219 14.486223 1.8280 -0.2097 -0.2966 1.30
N 20.956559 19.122244 13.853352 0.6846 -0.8160 -0.9682 -0.24
C 21.154390 17.897444 14.631729 0.5323 -0.3559 0.8735 0.83
C 20.499607 16.667681 14.015551 -1.2604 1.8127 2.0252 -0.25
O 21.075222 16.360678 12.831592 1.2469 0.7627 -1.4334 -0.50
C 20.549670 15.186286 12.354753 -0.0023 -0.9022 0.7264 -0.79
H 21.057215 22.572003 16.579762 0.2633 0.2852 -0.1268 0.09
H 19.741405 22.840431 15.464632 -0.4911 -0.0227 0.0798 0.18
H 20.806612 24.194102 15.750698 0.4057 -0.5804 0.0383 0.39
H 21.462536 21.513736 12.734630 0.0948 0.7462 0.4849 0.33
H 19.941906 21.632793 13.671640 0.4791 0.0479 -0.0453 0.29
H 21.068518 20.335648 15.496524 0.0346 0.1772 0.5127 -1.12
H 22.581097 20.389569 14.450399 -1.0687 -0.3364 0.7733 -0.03
H 21.563578 19.004646 13.031854 -0.7027 -0.0865 0.0704 0.37
H 20.741712 18.018857 15.675877 0.4525 0.0037 -1.1205 -0.54
H 22.243829 17.602838 14.722752 -0.7164 0.5684 0.1769 -0.04
H 19.424724 16.930542 13.850930 0.3741 -0.5363 0.4791 0.15
H 20.667459 15.837322 14.739324 -0.5318 0.2407 -0.1817 0.13
H 21.252066 14.810868 11.666445 0.5760 -0.5748 -1.2615 0.37
H 19.554119 15.279599 11.920072 -0.1710 0.0421 0.0221 0.24
H 20.558114 14.493818 13.210049 -0.4767 -0.3932 -0.3193 0.27
C 16.439146 9.247968 19.003383 0.1319 -0.0045 -0.7708 -0.74
O 17.130120 10.251189 19.695468 -0.5023 0.0978 0.0737 -0.45
C 16.538041 11.532603 19.430894 2.4012 -0.4139 -0.2748 -0.47
C 16.963550 12.136289 18.098937 -0.9875 1.0337 -0.6809 0.75
N 18.255497 12.829826 18.089589 -0.8277 -0.9223 -0.2756 0.78
C 19.398631 12.024608 18.469002 0.7792 0.4185 -0.0816 -0.90
C 20.633526 12.913580 18.392907 0.0376 -0.3905 -0.5665 -0.38
O 20.617737 13.866051 19.454405 0.0135 -0.0974 -0.2209 -0.03
C 21.783650 14.640860 19.529862 1.7872 -0.6825 0.8887 -0.96
H 16.961463 8.319098 19.154018 0.0875 -0.4551 0.3616 0.34
H 16.517827 9.429581 17.916941 -0.4214 -0.0462 0.1915 0.29
H 15.376598 9.148857 19.303890 0.4034 0.1289 -0.0741 0.27
H 16.969950 12.156883 20.202270 -0.3480 0.4034 0.3511 -0.39
H 15.490751 11.459335 19.489139 -1.5555 -0.0023 0.2884 0.92
H 16.171268 12.908154 17.882694 0.7947 -0.4881 0.1991 -1.47
H 16.846355 11.431339 17.239337 0.4533 0.2325 0.6532 0.78
H 18.174626 13.694534 18.616511 0.1455 -0.0294 0.1498 -0.72
H 19.554675 11.199183 17.766711 -0.1859 0.1560 -0.3266 0.50
H 19.373184 11.507207 19.429656 -0.3028 0.2785 0.4316 0.32
H 20.639889 13.347069 17.371065 -0.1292 0.5520 0.5650 0.07
H 21.546449 12.312661 18.398777 0.1569 -0.1302 0.5359 0.50
H 22.035277 15.096723 18.603378 0.1704 0.2130 -1.2767 0.48
H 22.705994 14.011785 19.831818 -1.3471 0.7549 -0.2744 0.33
H 21.723150 15.510672 20.202958 -0.5717 -0.6492 0.2618 0.06
C 17.659644 10.641908 26.283881 0.5700 -1.3117 0.8668 -0.90
O 16.905119 11.509672 25.497089 0.6326 0.0727 1.0583 -0.12
C 15.989915 10.835624 24.724614 -1.1621 1.2499 -2.3236 -0.93
C 15.176280 11.928230 23.963986 0.8521 -1.0767 0.8068 -0.92
N 16.067808 12.818892 23.223821 -0.7543 0.4317 -0.1142 0.52
C 16.417728 14.025194 23.961109 -0.4410 0.8808 -0.1424 -1.64
C 17.244498 14.987305 23.108173 -0.1513 -2.1567 0.0295 1.19
O 18.355943 14.265166 22.598125 0.6357 0.4165 0.1049 0.12
C 19.229981 13.848136 23.620330 -0.8820 -1.3157 1.8156 -0.77
H 18.205466 9.882505 25.670541 -0.6583 0.2284 0.2402 0.37
H 17.025585 10.128461 27.071729 0.6013 0.3779 -0.8952 0.30
H 18.465196 11.162163 26.803252 -0.2891 0.4364 -0.0067 0.25
H 15.300297 10.166282 25.215934 -0.1081 -0.2662 0.7988 0.50
H 16.471979 10.274527 23.919468 0.4058 -0.4065 0.0936 0.36
H 14.602272 12.481978 24.708258 -0.1439 0.1464 -0.2323 0.43
H 14.512964 11.346836 23.323159 -0.2515 0.3883 -0.2979 0.37
H 16.931046 12.340064 23.030514 0.2300 -0.2528 -0.3133 0.08
H 16.967188 13.780449 24.860564 0.0262 0.0924 0.4884 0.41
H 15.507403 14.574840 24.233762 -0.0163 -0.2509 0.1274 0.79
H 17.568613 15.829928 23.691883 0.1590 0.5353 0.2185 -0.05
H 16.670406 15.255618 22.245630 -0.2334 0.5358 -0.3830 -1.20
H 20.223388 13.724802 23.189399 -0.0865 -0.0299 0.1922 0.24
H 18.860483 12.855815 24.139456 0.7906 1.4036 -1.2184 -0.01
H 19.219177 14.540668 24.511806 0.3457 -0.1483 -1.0285 0.25
C 9.337995 20.760916 22.388754 1.0931 2.8127 1.3760 -0.92
O 10.437009 19.970512 22.598793 0.9354 -0.6080 0.4612 -0.16
C 11.018508 19.407905 21.454072 1.0888 -0.6705 -0.1548 -0.77
C 12.424655 20.005164 21.153346 -0.4708 -0.8139 -0.4644 0.98
N 12.475963 21.416210 21.315558 -2.3795 1.1878 1.1867 -0.03
C 13.718261 22.070634 21.192870 0.5649 1.2455 -0.1390 0.21
C 13.935778 23.114078 22.257477 0.6676 1.5420 -0.0595 -0.92
O 13.038049 24.225143 22.263218 -0.7856 -1.0631 -1.2658 -0.38
C 13.393906 25.192647 23.195498 -1.7552 -1.0867 0.9479 -0.81
H 8.832922 20.831460 23.370036 -0.0338 0.2649 -0.6392 0.21
H 8.739925 20.345300 21.660273 -1.7925 -0.8630 -1.5670 0.39
H 9.691301 21.780409 22.018717 -0.8331 -0.8162 0.4980 0.28
H 10.380953 19.382952 20.562252 -0.1945 0.6268 0.2055 0.64
H 11.113893 18.364284 21.741950 0.5304 -0.3647 -0.3619 0.06
H 12.665246 19.828009 20.103279 -0.1068 -0.4332 -0.2203 0.18
H 13.189194 19.424591 21.697384 -0.0027 0.3622 0.3971 -0.94
H 11.857739 21.829476 22.053684 1.0227 -0.8905 -0.9588 0.26
H 13.912731 22.596571 20.221375 -0.3686 -0.6813 0.2916 0.11
H 14.506381 21.345839 21.363872 0.5842 -0.1747 -0.1677 -0.30
H 14.903224 23.595571 22.099149 0.5715 -0.4464 -0.0599 0.50
H 13.948365 22.682949 23.240755 -0.1009 -0.5007 0.7546 0.39
H 14.276211 25.695320 22.970779 1.6050 1.2862 -0.9471 0.33
H 13.632719 24.675070 24.121531 -0.3356 0.1327 0.7220 0.33
H 12.520511 25.858118 23.298539 0.6153 -0.1253 0.1308 0.24
C 20.125204 17.608839 23.018786 -0.1166 0.1072 -0.1715 0.38
O 20.929437 18.174206 21.964409 -1.4918 0.0334 0.7552 0.37
C 22.168068 18.700595 22.366988 1.4132 -1.5111 -1.3169 -0.80
C 22.161051 19.830390 23.356286 -1.5178 -0.4828 -0.1494 -0.65
N 21.212215 20.785085 22.815303 -1.3363 0.0318 0.5502 0.29
C 20.973233 21.939339 23.684763 -2.1603 -0.5974 -0.3239 -0.72
C 20.372044 21.645832 25.055714 2.0076 -1.3088 0.6769 -0.74
O 19.166195 21.003640 24.977184 -1.9993 -0.2173 -0.2161 -0.03
C 18.660447 20.612046 26.237831 1.4312 -1.8027 0.3450 -0.42
H 19.529850 18.326538 23.600462 0.3778 0.5187 -0.1749 -0.15
H 20.742100 17.073661 23.758363 -0.0707 -0.2030 -0.3993 0.52
H 19.347262 16.980087 22.560250 0.6513 -0.1202 -0.0627 -0.79
H 22.660870 18.942760 21.394267 -0.3943 0.4830 0.7159 -0.01
H 22.755168 17.838079 22.691102 0.3118 0.0250 0.6536 0.49
H 23.121652 20.288197 23.427889 0.8874 0.3049 -0.0682 0.56
H 21.907626 19.466402 24.373721 0.0035 -0.0227 -0.3521 0.28
H 20.288543 20.311223 22.665027 1.2232 0.4472 0.0515 -0.41
H 20.188619 22.520046 23.130135 1.2808 0.4089 0.4380 0.07
H 21.929894 22.341440 23.934274 0.5740 1.2191 -0.4518 0.53
H 20.342402 22.500100 25.735554 -0.0089 0.4114 -0.2344 0.48
H 21.072542 20.903395 25.525757 -0.1206 0.6392 0.1276 0.35
H 17.838494 19.897642 26.077572 0.2912 0.4936 0.0210 0.00
H 18.339209 21.422677 26.887087 -0.0079 0.3489 -0.1261 0.33
H 19.500796 20.028554 26.780340 -1.2064 0.8116 -0.5210 0.32
C 16.357937 18.554856 24.185245 0.2132 0.3413 0.0209 -0.74
O 15.110855 18.396001 23.529612 1.1210 0.8738 -0.6322 0.17
C 14.120452 17.842343 24.311691 -1.7882 -0.8874 1.1560 -0.79
C 13.133164 18.891765 24.872166 1.6834 0.2295 1.8702 0.50
N 12.188379 18.365324 25.868892 0.6752 -0.0457 1.4247 -0.24
C 10.939065 19.112049 25.855947 -0.2471 1.1795 -1.4988 0.29
C 9.773887 18.360549 26.472388 2.2760 -1.4263 -0.2876 -0.73
O 10.107907 18.215453 27.854981 -0.4378 -0.7972 -0.5747 -0.33
C 9.143120 17.426328 28.515474 0.1803 0.4990 1.1929 -0.78
H 16.252419 19.047480 25.167121 -0.1983 -0.2726 -0.2015 0.30
H 17.046707 19.210310 23.598787 -0.6826 -0.6474 0.1414 0.28
H 16.798969 17.556519 24.315942 0.1580 0.3367 0.1446 0.09
H 14.532810 17.229054 25.156884 -0.2545 0.3589 -0.6126 0.56
H 13.488925 17.208770 23.679679 0.3429 -0.3702 -0.0150 -0.38
H 12.589594 19.351616 24.083453 -0.3637 0.3392 -0.8219 -0.71
H 13.763900 19.673536 25.358802 -0.2923 -0.0160 -0.4554 0.25
H 12.603731 18.448078 26.826949 -0.4147 -0.3754 -1.2797 0.24
H 10.825214 19.228503 24.758132 -0.9577 0.1659 0.6756 -0.18
H 11.008165 20.166098 26.257500 0.0502 -0.8834 -0.0426 0.21
H 9.719988 17.393998 25.895191 0.1421 0.3205 0.9101 0.26
H 8.806527 18.772935 26.395788 -1.0951 1.1644 -0.2628 0.55
H 9.252051 16.335199 28.446457 0.3032 0.2159 -0.3451 0.28
H 8.157580 17.707980 28.184050 -0.6343 -0.0234 -0.2794 0.32
H 9.185780 17.711435 29.577369 0.0895 -0.2676 -0.2140 0.25
C 24.544171 18.683991 16.545782 1.7958 2.7776 0.8211 -0.99
O 23.289386 18.769160 17.126366 -0.4898 -0.6884 -0.1924 -0.06
C 23.081955 19.900732 17.899439 -0.0675 1.7607 -0.1744 -0.81
C 21.640755 19.855074 18.383758 -2.0704 -1.1634 -1.3710 1.77
N 21.126716 20.918730 19.226308 0.0583 0.6680 -1.0549 -0.23
C 19.660343 21.001033 19.467249 2.0722 -0.8244 -1.2281 2.81
C 19.215272 22.451395 19.631432 -1.1211 -1.7789 0.8202 -1.23
O 17.800123 22.292134 19.610026 -0.2306 0.8263 0.1035 0.09
C 17.179139 23.565277 19.595203 0.3070 -0.4166 0.4363 -0.65
H 24.782958 19.624263 15.924254 -0.4158 -1.1468 0.6468 0.30
H 24.553533 17.852722 15.908075 0.1520 -1.2597 -0.7629 0.32
H 25.398302 18.648424 17.320574 -1.1810 -0.2419 -0.8961 0.29
H 23.330156 20.835054 17.328296 -0.4868 -0.5232 0.1035 0.34
H 23.785875 19.922900 18.715959 0.3598 -0.1223 0.8126 0.58
H 21.518807 18.846395 18.832265 0.0230 0.1695 0.0879 -0.42
H 20.962016 19.777575 17.437064 1.1219 0.3040 1.4921 -1.36
H 21.635967 20.967419 20.076141 0.3144 0.0318 0.9663 0.48
H 19.407375 20.264843 20.269751 -0.3747 0.9341 -0.3374 -0.19
H 19.198597 20.668325 18.514197 0.0756 0.0515 0.6562 -2.10
H 19.473708 23.092616 18.801179 0.6810 0.0773 -0.2810 0.35
H 19.524804 22.874499 20.593291 0.1819 0.2035 -0.0852 0.28
H 16.113387 23.389101 19.523616 -0.2349 0.1030 -0.4811 0.00
H 17.605430 24.130939 18.726430 -0.6259 0.0886 0.8900 0.30
H 17.313068 24.027234 20.601050 0.2810 0.3388 -0.7868 0.21
```
Positions in Å, forces in eV/Å.

Values from the calculation:
frontier orbital gap: 8.587 eV
HOMO energy: -8.065 eV
largest force on an atom: 3.408 eV Å⁻¹
energy relative to the best compared isomer or geometry (same formula, charge and spin): 70.9 kcal per mole
E_LUMO: 0.0192 Ha